{
  "formula": "C12H18N6",
  "method": "wB97M-V/def2-TZVPD",
  "species": ["C", "C", "N", "H", "H", "H", "C", "C", "N", "H", "H", "H", "C", "C", "N", "H", "H", "H", "C", "C", "N", "H", "H", "H", "C", "C", "N", "H", "H", "H", "C", "C", "N", "H", "H", "H"],
  "coordinates": [[-4.97, -3.11, -1.53], [-5.72, -2.58, -2.68], [-6.34, -2.20, -3.57], [-5.58, -2.98, -0.64], [-3.95, -2.76, -1.40], [-4.94, -4.20, -1.60], [1.71, 0.32, -1.84], [1.03, -0.63, -0.92], [0.53, -1.33, -0.16], [2.27, 1.09, -1.33], [0.90, 0.79, -2.41], [2.37, -0.31, -2.44], [-2.11, 2.00, 4.49], [-2.10, 3.37, 4.80], [-2.14, 4.48, 5.03], [-1.17, 1.55, 4.15], [-2.88, 1.88, 3.73], [-2.55, 1.44, 5.31], [1.59, -4.47, 5.67], [2.75, -4.36, 6.47], [3.72, -4.30, 7.10], [1.44, -3.50, 5.20], [0.74, -4.74, 6.29], [1.74, -5.22, 4.90], [7.97, 1.31, -1.55], [8.57, 2.61, -1.99], [9.08, 3.59, -2.30], [6.91, 1.34, -1.32], [8.23, 0.96, -0.55], [8.23, 0.56, -2.30], [-4.50, 3.03, -5.81], [-3.65, 3.66, -4.78], [-3.03, 4.21, -3.97], [-4.12, 2.02, -5.97], [-4.60, 3.42, -6.83], [-5.44, 3.04, -5.27]],
  "nbo_charge": [-0.726, 0.288, -0.332, 0.255, 0.261, 0.254, -0.714, 0.293, -0.348, 0.256, 0.260, 0.253, -0.733, 0.279, -0.318, 0.259, 0.257, 0.255, -0.730, 0.281, -0.323, 0.257, 0.256, 0.258, -0.724, 0.283, -0.322, 0.252, 0.258, 0.254, -0.723, 0.287, -0.337, 0.254, 0.260, 0.259],
  "max_force_ev_per_a": 4.0,
  "relative_energy_kcal_mol": 34.13,
  "spin_multiplicity": 1,
  "smiles": "CC#N.CC#N.CC#N.CC#N.CC#N.CC#N",
  "lumo_energy_ha": 0.0030,
  "molar_mass_da": 246.318
}


{
  "formula": "C4H6S2",
  "method": "wB97M-V/def2-TZVPD",
  "species": ["C", "C", "S", "C", "C", "S", "H", "H", "H", "H", "H", "H"],
  "coordinates": [[1.45, 0.28, 0.34], [0.12, 0.72, 0.84], [-0.84, 1.85, -0.25], [-1.01, 0.14, 0.03], [-1.15, -0.99, -0.90], [-2.41, -0.84, 0.37], [1.83, 0.59, -0.68], [1.80, -0.77, 0.44], [2.36, 0.70, 0.94], [-0.23, 0.92, 1.85], [-1.32, -0.68, -1.95], [-0.60, -1.93, -1.03]],
  "nbo_charge": [-0.666, -0.290, 0.174, -0.326, -0.504, 0.202, 0.245, 0.231, 0.225, 0.252, 0.222, 0.234],
  "max_force_ev_per_a": 5.1,
  "relative_energy_kcal_mol": 40.50,
  "spin_multiplicity": 1,
  "smiles": "C[C@H]1S[C@@]12CS2",
  "lumo_energy_ha": 0.0315,
  "molar_mass_da": 118.226
}


{
  "formula": "C8H11EuNPS",
  "method": "wB97M-V/def2-TZVPD",
  "species": ["C", "C", "C", "C", "C", "Eu", "P", "H", "H", "H", "H", "H", "H", "H", "H", "S", "C", "C", "N", "C", "H", "H", "H"],
  "coordinates": [[0.45, 0.87, -2.28], [0.23, 0.17, -3.45], [-0.10, -1.20, -3.50], [-0.20, -2.06, -2.37], [-0.02, -1.63, -1.07], [0.16, 0.26, -0.38], [0.29, 2.55, 0.37], [0.79, 1.91, -2.43], [0.36, 0.69, -4.41], [-0.22, -1.66, -4.49], [-0.03, -2.44, -0.32], [-0.37, -3.12, -2.57], [-0.79, 3.09, 1.11], [0.43, 3.54, -0.63], [1.37, 2.91, 1.22], [-0.62, -1.71, 4.02], [-0.29, -0.08, 4.22], [-0.08, 0.47, 2.97], [-0.17, -0.40, 1.92], [-0.47, -1.65, 2.35], [-0.26, 0.46, 5.16], [0.15, 1.52, 2.85], [-0.60, -2.51, 1.71]],
  "mulliken_spin": [-0.076, 0.022, -0.022, 0.043, -0.150, 6.213, 0.021, 0.008, -0.001, 0.000, -0.005, -0.006, -0.002, 0.003, 0.001, 0.222, 0.223, -0.113, 0.110, 0.522, 0.004, -0.021, 0.005],
  "max_force_ev_per_a": 6.2,
  "relative_energy_kcal_mol": 30.88,
  "charge": -1,
  "spin_multiplicity": 8,
  "lumo_energy_ha": [0.0975, 0.0956],
  "molar_mass_da": 336.188
}


{
  "formula": "C4H6ClNOS",
  "method": "wB97M-V/def2-TZVPD",
  "species": ["S", "C", "N", "O", "C", "C", "C", "Cl", "H", "H", "H", "H", "H", "H"],
  "coordinates": [[2.75, 1.03, 1.34], [1.25, 1.15, 1.98], [0.09, 0.89, 1.37], [-0.06, 1.01, 0.00], [0.13, -0.19, -0.69], [-0.75, -1.40, -0.57], [-0.78, -0.58, -1.81], [-2.16, 0.44, -2.31], [1.06, 1.38, 3.11], [-0.64, 1.42, 1.80], [1.21, -0.43, -0.85], [-1.49, -1.35, 0.23], [-0.27, -2.36, -0.87], [-0.35, -1.02, -2.72]],
  "nbo_charge": [-0.099, -0.111, -0.299, -0.339, 0.059, -0.461, -0.221, -0.034, 0.206, 0.378, 0.203, 0.247, 0.237, 0.231],
  "max_force_ev_per_a": 2.7,
  "relative_energy_kcal_mol": 89.81,
  "spin_multiplicity": 1,
  "smiles": "S=CNO[C@H]1C[C@H]1Cl",
  "lumo_energy_ha": 0.0166,
  "molar_mass_da": 151.618
}